Computed, not measured: a molecular structure, C20H18CoN6O6S3, with ωB97M-V with the def2-TZVPD basis set.

```
54
Properties=species:S:1:pos:R:3:forces:R:3:mulliken_charge:R:1
Co 0.026588 -0.653530 -0.418586 -0.3 0.4 0.0 -0.2160
N -0.432331 1.191115 -1.042928 0.1 0.0 0.0 -0.1778
N -1.810071 1.428594 -0.841625 0.0 -0.1 0.0 -0.4969
C -2.447809 0.712154 0.105585 0.1 0.2 0.0 0.6944
N -3.758018 0.850282 0.207624 0.0 0.0 0.0 -0.3320
S -1.562443 -0.278696 1.176322 0.0 -0.1 -0.2 -0.3230
H 0.106775 1.993831 -0.729876 0.0 0.0 0.0 0.3550
H -0.260960 1.063910 -2.046238 0.0 0.1 0.0 0.3137
H -2.312571 1.829263 -1.622592 0.0 0.0 0.0 0.3174
H -4.300217 1.354235 -0.476733 0.0 0.1 0.0 0.2227
H -4.252219 0.273211 0.867937 0.0 0.0 0.0 0.2482
C 3.787622 -0.035140 2.413152 0.0 0.0 0.0 -0.2730
C 3.147296 -1.261697 2.329737 0.0 0.0 0.0 -0.8473
C 2.000787 -1.367866 1.573423 -0.2 -0.1 0.0 -0.2437
N 1.466361 -0.334345 0.899130 0.3 -0.1 -0.2 0.5652
C 2.081161 0.849369 1.006128 -0.1 0.1 0.1 0.1174
C 3.230317 1.040928 1.749517 0.0 0.0 0.0 -0.9444
H 4.695452 0.077527 2.989927 0.0 0.0 0.0 0.4281
H 3.524362 -2.133785 2.843419 0.0 0.0 0.0 0.4513
H 1.473166 -2.307501 1.522638 0.0 0.0 0.0 0.5059
H 1.648238 1.681613 0.481538 0.0 0.0 0.0 0.3048
H 3.678020 2.023110 1.783495 0.0 0.0 0.0 0.4596
O -3.465687 -0.512023 -2.811486 0.0 0.0 0.0 -0.6343
S -2.095597 -0.830650 -3.083166 0.0 0.0 0.0 0.9388
O -1.280085 0.193146 -3.678561 0.0 0.0 0.0 -0.6662
N -1.358651 -1.312368 -1.668911 0.2 0.0 0.1 0.0917
C -0.944039 -2.558362 -1.719817 0.1 -0.1 0.3 1.1714
S 0.007766 -2.970089 -0.388784 0.1 0.0 -0.1 -0.3970
C -1.257962 -3.271357 -2.961530 -0.1 0.1 -0.1 0.1035
C -0.929890 -4.558429 -3.345762 -0.1 0.0 0.0 -0.7454
C -1.291865 -4.965289 -4.624552 0.0 0.0 0.0 -0.5874
C -1.954956 -4.104513 -5.492402 0.0 0.0 0.0 -0.5604
C -2.276382 -2.802552 -5.114514 -0.1 0.0 0.0 -0.7176
C -1.913688 -2.417566 -3.844791 0.1 0.0 0.0 0.2353
H -0.405349 -5.221783 -2.670894 0.0 0.0 0.0 0.4923
H -1.048313 -5.965604 -4.954970 0.0 0.0 0.0 0.4190
H -2.217611 -4.447820 -6.483592 0.0 0.0 0.0 0.4179
H -2.779777 -2.128058 -5.793260 0.0 0.0 0.0 0.4897
O 2.445870 1.076003 -1.676512 0.0 0.0 0.0 -0.6233
C 2.315436 -0.093645 -2.019957 -0.1 0.4 -0.3 0.4040
O 1.214790 -0.767479 -1.891069 0.1 -0.7 0.3 0.0627
C 3.425557 -0.840725 -2.701867 0.0 0.1 0.1 0.0861
C 4.447942 -0.121955 -3.310227 0.0 0.0 0.0 -0.3018
C 5.492938 -0.789233 -3.926341 0.0 0.0 0.0 -0.6725
C 5.487817 -2.172748 -3.907264 -0.1 0.0 0.0 0.0661
C 4.486346 -2.911909 -3.303226 0.0 0.0 0.0 -0.5767
C 3.443213 -2.231411 -2.699392 0.0 0.0 0.0 -0.2786
N 6.599226 -2.894921 -4.561640 0.1 0.0 0.1 0.9790
O 6.484055 -4.096254 -4.689231 0.0 0.0 0.0 -0.5896
O 7.556390 -2.241835 -4.917227 0.0 0.0 0.0 -0.5853
H 4.414981 0.958516 -3.291578 0.0 0.0 0.0 0.4942
H 6.301468 -0.263130 -4.410833 0.0 0.0 0.0 0.4979
H 4.535709 -3.990125 -3.318316 0.0 0.0 0.0 0.4942
H 2.636460 -2.772651 -2.223633 0.0 0.0 0.0 0.3628
```
Positions in Å, forces in eV/Å.

Energy relative to the best compared isomer or geometry (same formula, charge and spin) in kJ/mol: 0.0
Molar mass in g mol⁻¹: 593.5
E_tot in Ha: -4130.01282
Charge: +1
Lowest unoccupied orbital energy in eV: -3.9
Strongest force on any atom in eV/A: 0.78
HOMO in eV: -12.071